# 1
The following is a quantum chemistry calculation of a molecular structure, C4H8N2O2 at a distorted geometry, from OMol25.

Geometry as XYZ:
```
16
Properties=species:S:1:pos:R:3:forces:R:3
C 2.3743 -1.0363 0.3229 -0.5 1.8 0.1
C 1.2446 1.2883 -0.2448 3.9 3.1 -1.7
C -0.0064 1.0117 0.0640 -0.7 -1.8 -0.6
C -1.3427 -1.0061 -0.2601 0.6 -0.6 1.8
H 3.4162 -1.3186 -0.1147 -1.9 0.4 1.3
H 2.2738 -1.0730 1.6999 0.2 0.0 -4.8
H 1.4477 -1.4422 -0.3327 2.6 0.5 2.3
H 1.6031 2.3954 -0.8186 -1.3 -3.2 2.3
H -0.7764 1.7823 0.0735 0.6 -0.2 -0.2
H -1.3773 -2.2134 -0.1849 0.1 3.0 -0.5
H -3.5273 -0.7835 -0.3666 0.2 -0.7 0.3
H -2.2124 1.8563 0.0489 -2.4 -5.0 2.5
N -0.2196 -0.4013 0.0757 -4.2 -0.9 -0.8
N -2.6334 -0.3341 -0.4812 2.9 2.6 2.3
O 2.3738 0.5326 -0.1448 -0.8 -1.9 0.5
O -2.6379 0.7419 0.6636 0.8 2.8 -4.7
```
Forces are in eV/Å.

Results
Relative energy (zero: lowest compared OMol25 entry of this formula, charge and spin), eV: 10.2871

# 2
The following is a quantum chemistry calculation of a single C4H5ClO molecule at a distorted geometry, from OMol25.

Geometry as XYZ:
```
11
Properties=species:S:1:pos:R:3:forces:R:3
C -1.4252 1.1342 -1.0166 2.8 -2.3 0.3
C -0.7279 0.5071 -0.0116 -2.8 2.3 0.0
C 0.3989 -0.4338 -0.2976 0.9 1.2 -0.9
O 0.7038 -0.7260 -1.4373 -0.2 -0.2 0.7
C 1.2392 -0.9595 0.8735 0.1 0.1 -1.0
Cl 0.8905 -0.0263 2.3139 0.4 -0.3 0.9
H -1.0304 0.9041 -1.9917 -0.1 -0.1 -0.5
H -2.2404 1.8105 -1.0482 -0.6 0.5 0.9
H -1.0548 0.8322 1.0102 0.7 -1.0 -1.0
H 2.3378 -1.0654 0.7354 -0.8 0.7 -0.4
H 0.9084 -1.9772 0.8698 -0.4 -0.8 1.0
```
Forces are in eV/Å.

Results
Relative energy (zero: lowest compared OMol25 entry of this formula, charge and spin), eV: 0.6753
Structure (SMILES): C=CC(=O)CCl

# 3
The following is a quantum chemistry calculation of 12 unconnected molecules or ions with the total composition C3H29NO11 at a distorted geometry, from OMol25.

Geometry as XYZ:
```
44
Properties=species:S:1:pos:R:3:forces:R:3
C -2.3709 1.1971 2.3048 0.0 0.7 -0.4
C -1.2422 0.8219 1.3827 -0.3 -1.1 0.5
C -0.6766 -0.3873 1.5169 0.7 0.4 -1.7
N 0.1831 -0.9500 0.5660 -1.4 0.4 1.2
H -3.3562 0.9817 1.8846 0.1 -0.5 -0.1
H -2.2227 0.6789 3.2496 -0.3 0.1 0.1
H -2.4612 2.2666 2.4765 0.4 0.2 0.3
H -1.0027 1.3258 0.4501 -0.4 0.3 0.1
H -0.8699 -1.1093 2.2925 -0.5 0.2 0.4
H 0.4116 -1.8841 0.8131 1.0 -0.3 -0.7
H 0.6249 -0.3962 -0.1451 0.3 -0.3 -0.1
O -2.5871 -0.7064 -1.2943 0.3 -0.3 0.5
H -2.3442 0.2255 -1.3384 -0.4 0.3 -0.5
H -1.9038 -1.0567 -0.7044 -0.1 -0.2 0.1
O -1.8159 -3.6501 -1.2737 0.5 -0.1 0.2
H -2.5021 -3.6774 -0.6036 -0.3 0.0 -0.2
H -2.2369 -3.5665 -2.1341 -0.2 -0.1 0.1
O 2.8294 -1.7776 1.4254 0.4 0.2 0.1
H 3.5504 -1.6093 2.0423 0.0 -0.4 0.1
H 2.8460 -0.9775 0.8847 -0.3 0.0 -0.2
O 2.5475 2.7257 -1.6731 -0.2 0.2 0.3
H 2.0170 3.4396 -2.0448 0.1 -0.1 -0.3
H 2.1569 2.6530 -0.7882 0.0 0.2 0.6
O -0.8033 -1.7052 -3.1956 0.1 -0.8 0.1
H -1.5659 -1.7334 -2.5939 -0.2 0.7 -0.2
H -0.1213 -2.0526 -2.6059 0.2 0.0 -0.3
O 0.5897 -2.6529 4.0360 0.1 -0.1 0.2
H -0.0086 -1.9230 4.2144 0.0 0.0 -0.1
H 0.6342 -2.7727 3.0840 0.0 0.1 0.0
O 2.2391 0.9512 2.4878 0.3 -0.2 0.2
H 3.0337 0.4944 2.7850 -0.1 0.2 0.1
H 1.5633 0.2621 2.5216 0.0 0.0 -0.1
O 2.3097 0.0527 -1.7824 -1.7 0.5 1.4
H 3.0935 -0.2321 -2.1940 1.5 -0.5 -0.9
H 2.3673 1.0310 -1.6849 0.4 -0.2 -0.5
O -2.4140 1.8297 -2.6546 0.0 0.1 0.1
H -1.4897 1.5726 -2.8510 0.0 0.1 0.1
H -2.7019 2.3634 -3.3977 -0.1 0.0 0.0
O 1.1529 2.8786 0.9148 -0.2 0.3 -1.3
H 1.5633 3.3137 1.6549 0.1 -0.1 0.5
H 0.4360 2.3196 1.2327 0.1 0.0 0.4
O 0.0222 0.8463 -3.0756 0.4 0.5 -0.1
H 0.7702 0.4927 -2.5641 -0.1 0.0 -0.3
H -0.2448 0.0966 -3.6207 -0.2 -0.3 0.2
```
Forces are in eV/Å.

Results
Relative energy (zero: lowest compared OMol25 entry of this formula, charge and spin), eV: 2.9511
Structure (SMILES): C/C=C/N.O.O.O.O.O.O.O.O.O.O.O

# 4
The following is a quantum chemistry calculation of a single C4H4O molecule at a distorted geometry, from OMol25.

Geometry as XYZ:
```
9
Properties=species:S:1:pos:R:3:forces:R:3
C -2.2817 -0.3030 -0.2717 1.0 -0.3 2.1
C -1.1034 -0.1281 0.0923 -0.7 1.6 -1.0
C 0.3273 0.5555 0.0829 0.1 0.8 0.8
C 1.5797 -0.4900 0.1413 2.6 0.7 -1.6
O 2.7451 -0.1574 -0.3007 -6.0 -1.9 2.5
H -3.3977 -0.5437 -0.1625 2.5 0.5 -0.6
H 0.5643 1.6323 0.7612 -1.1 -3.7 -1.2
H 0.3164 1.0827 -0.8808 0.4 -0.6 -0.1
H 1.2500 -1.6482 0.5381 1.2 3.1 -1.0
```
Forces are in eV/Å.

Results
Relative energy (zero: lowest compared OMol25 entry of this formula, charge and spin), eV: 3.7497
Structure (SMILES): C#CCC=O

# 5
The following is a quantum chemistry calculation of a single C3H12N2Si2 molecule at a distorted geometry, from OMol25.

Geometry as XYZ:
```
19
Properties=species:S:1:pos:R:3:forces:R:3
C -1.4270 1.1190 -1.8893 0.3 0.6 1.3
Si -0.7516 0.3111 -0.2724 -1.4 -1.4 -1.3
C -0.1436 -1.5304 -0.4772 -2.3 1.1 -2.6
C -1.9720 0.4407 1.1086 1.9 0.9 -1.3
N 0.8277 0.9743 -0.0214 4.1 -1.4 5.7
N 1.4005 0.4390 1.3292 -5.2 2.9 -4.9
Si 2.9630 -0.1682 1.1972 2.6 -0.3 -0.1
H -0.7715 0.8092 -2.6615 0.9 -0.1 -1.0
H -2.4121 0.9082 -2.2698 -0.6 -0.5 0.4
H -1.4045 2.2250 -1.8190 0.3 -0.5 0.1
H 0.9138 -1.5587 -0.6114 0.7 -0.2 0.0
H -0.5093 -2.0791 0.3579 0.0 -0.6 0.7
H -0.6603 -1.9360 -1.4331 0.9 0.4 1.5
H -1.3527 0.5407 1.9496 0.6 1.0 1.6
H -2.6694 1.1992 0.8819 -0.9 0.8 0.4
H -2.3589 -0.4896 1.2658 -1.7 -2.5 0.1
H 3.9298 0.8788 1.6987 -0.3 -0.5 0.0
H 3.0944 -1.5111 1.7929 -0.2 0.2 0.8
H 3.3038 -0.5720 -0.1267 0.3 0.2 -1.3
```
Forces are in eV/Å.

Results
Relative energy (zero: lowest compared OMol25 entry of this formula, charge and spin), eV: 3.8630
Structure (SMILES): C[Si](C)(C)/N=N/[SiH3]

# 6
The following is a quantum chemistry calculation of a single C20H26N2O5S molecule at a distorted geometry, from OMol25.

Geometry as XYZ:
```
54
Properties=species:S:1:pos:R:3:forces:R:3
C -2.7967 -4.4799 -0.3172 0.0 0.4 0.1
C -2.3324 -3.3579 0.5994 0.3 -0.4 -0.1
O -3.1540 -2.1961 0.4630 -0.3 0.0 0.2
C -2.8728 -1.3639 -0.5440 -0.2 0.2 -0.1
O -1.9704 -1.5390 -1.3208 0.1 -0.1 -0.1
C -3.8466 -0.1953 -0.5633 -0.1 0.1 -0.1
C -3.5065 0.8028 -1.6719 0.2 -0.2 0.2
C -2.1891 1.5139 -1.3705 0.0 -0.1 -0.7
N -2.2354 2.1298 -0.0625 0.5 0.9 0.2
S -0.9755 3.1875 0.2385 -0.1 0.0 0.1
O -0.8923 4.0797 -0.8786 0.1 -0.3 -0.2
O -1.1878 3.7331 1.5470 0.1 -0.3 0.1
C 0.4648 2.1268 0.2647 -0.7 0.6 0.1
C 0.8272 1.5408 1.4656 0.1 0.0 0.0
C 1.8604 0.6134 1.5067 0.1 -0.1 -0.2
C 2.4685 0.3231 0.2955 -0.6 0.5 -0.1
C 2.1224 0.9207 -0.9177 -0.1 -0.1 0.3
C 1.0968 1.8401 -0.9390 0.3 -0.1 -0.1
C 3.0430 0.3776 -1.9701 0.1 0.2 -0.2
C 3.8873 1.4467 -2.6648 0.0 -0.2 0.0
C 3.9318 -0.5929 -1.1779 0.0 -0.1 -0.3
O 4.8430 -1.2647 -1.5947 0.2 -0.1 -0.1
N 3.5103 -0.5599 0.1247 0.0 -0.1 0.3
C 4.0369 -1.2924 1.2508 0.3 -0.2 0.2
C 3.8552 -0.4576 2.5199 -0.1 -0.1 0.0
C 2.3837 -0.0799 2.7319 0.1 0.0 0.1
C -2.4953 1.1998 1.0098 -0.3 -0.2 0.6
C -3.8470 0.5273 0.7895 0.2 0.0 0.0
H -2.6897 -4.1784 -1.3562 0.0 0.0 -0.1
H -3.8397 -4.7173 -0.1225 -0.1 -0.1 0.0
H -2.1921 -5.3654 -0.1439 0.1 -0.1 0.0
H -1.2962 -3.0873 0.3703 -0.2 0.0 0.1
H -2.4206 -3.6443 1.6495 0.0 0.1 -0.1
H -4.8395 -0.6244 -0.7389 0.1 0.0 0.0
H -4.3075 1.5391 -1.7403 0.0 0.0 0.0
H -3.4155 0.2857 -2.6274 0.0 0.1 0.0
H -2.0114 2.3171 -2.0862 0.0 -0.2 -0.1
H -1.3663 0.7875 -1.4347 -0.1 0.1 0.0
H 0.3053 1.8402 2.3609 0.0 0.0 0.2
H 0.7844 2.3532 -1.8335 0.0 0.0 -0.2
H 2.4961 -0.1926 -2.7278 0.1 -0.1 0.1
H 3.2568 2.0901 -3.2724 0.0 0.1 -0.1
H 4.6289 0.9679 -3.2993 0.1 0.0 -0.1
H 4.4012 2.0589 -1.9269 0.1 0.1 0.0
H 5.0912 -1.5057 1.0577 -0.1 0.0 0.0
H 3.5048 -2.2471 1.3469 0.1 0.0 0.0
H 4.2240 -1.0231 3.3757 0.1 0.0 0.0
H 4.4469 0.4557 2.4320 0.1 0.0 0.0
H 2.2812 0.5678 3.6035 0.0 0.0 0.0
H 1.7958 -0.9837 2.9198 0.0 0.0 0.1
H -2.4909 1.7787 1.9341 0.0 -0.2 0.0
H -1.7050 0.4312 1.0656 0.0 0.0 0.0
H -4.6256 1.2905 0.7835 0.0 0.0 0.0
H -4.0464 -0.1777 1.5964 0.0 0.1 0.0
```
Forces are in eV/Å.

Results
Relative energy (zero: lowest compared OMol25 entry of this formula, charge and spin), eV: 0.0143
Structure (SMILES): CCOC(=O)C1CCN(S(=O)(=O)c2cc3c4c(c2)[C@@H](C)C(=O)N4CCC3)CC1

Q: Number 1 is which compound?
A: C4H8N2O2

Q: Which of these has the lowest relative energy (zero: lowest compared OMol25 entry of this formula, charge and spin)?
A: C20H26N2O5S

Q: What is the formula in the fifth record?
A: C3H12N2Si2